No. 1
Entry from the OMol25 dataset: a molecular structure, H8NaO5 (the ωB97M-V functional and the def2-TZVPD basis).

Positions of all 14 atoms, in Å:
1 Na 0.26223 0.38470 0.12046
2 O 0.86346 1.45337 2.36519
3 H 0.12874 0.81186 2.42157
4 O -1.08220 -0.44441 -1.83236
5 H -1.47671 -0.24579 -0.96091
6 O 0.06333 2.10399 -2.07335
7 H -0.03049 1.16080 -2.20684
8 H 0.82056 2.34758 -2.60579
9 O -1.79034 -0.82382 1.11436
10 H -2.56292 -0.39522 0.74606
11 H -1.89492 -1.74681 0.88335
12 O 2.01942 -1.22324 0.77327
13 H 1.70968 -2.10804 0.57986
14 H 2.97016 -1.27498 0.67514

- ⟨S²⟩: 0.753
- E: -14781.136 eV
- HOMO (spin up / spin down): -7.4 / -7.4 eV
- Multiplicity: 2
- Total charge: 0
- Kohn-Sham gap (spin up / spin down): 7.00 / 4.13 eV
- Lowest unoccupied orbital energy (spin up / spin down): -0.0145 / -0.1197 hartree



No. 2
Entry from the OMol25 dataset: 4 unconnected molecules or ions with the total composition H8O3S2 (the ωB97M-V functional and the def2-TZVPD basis).

Positions of all 13 atoms, in Å:
1 S 2.92224 -1.50929 -4.40125
2 S 2.01319 -1.14284 -2.70240
3 H 2.70668 -0.40316 -5.17015
4 H 2.79303 -0.37923 -1.89615
5 H 4.62881 5.35738 -0.14296
6 H 5.44506 4.35968 0.78905
7 O 4.58768 4.63667 0.48203
8 H -2.24322 -0.06514 4.51603
9 H -2.70260 -0.36424 3.05116
10 O -2.97839 -0.33315 3.97219
11 H -6.47634 -3.25197 0.57432
12 H -5.00111 -3.16686 0.63677
13 O -5.69502 -3.73784 0.29136

- E: -27942.115 eV
- HOMO: -9.5 eV
- Structure (SMILES): SS.O.O.O
- ΔE to the lowest compared entry with this formula, charge and spin: 84.6 kJ/mol
- Total charge: 0
- Kohn-Sham gap: 9.78 eV
- Lowest unoccupied orbital energy: 0.0117 hartree



No. 3
Entry from the OMol25 dataset: 4 unconnected molecules or ions with the total composition H8O4 (the ωB97M-V functional and the def2-TZVPD basis).

Positions of all 12 atoms, in Å:
1 H 0.51945 1.25698 0.95319
2 H 0.01847 0.22115 -0.04484
3 H -1.08598 -1.14287 0.30127
4 H -0.70132 -2.50610 -0.18485
5 H -3.01974 -1.15864 2.17392
6 H -3.15819 0.27152 1.74566
7 H 4.14546 1.62745 -2.97241
8 H 3.56366 1.29236 -1.56198
9 O 0.05454 1.22998 0.14280
10 O -1.22241 -1.75258 -0.45799
11 O -2.83270 -0.26448 2.39449
12 O 3.71875 0.92523 -2.48925

- E: -8319.230 eV
- HOMO: -11.5 eV
- Structure (SMILES): O.O.O.O
- ΔE to the lowest compared entry with this formula, charge and spin: 139.5 kJ/mol
- Total charge: 0
- Kohn-Sham gap: 11.89 eV
- Lowest unoccupied orbital energy: 0.0156 hartree



No. 4
Entry from the OMol25 dataset: 4 unconnected molecules or ions with the total composition H8O4 (the ωB97M-V functional and the def2-TZVPD basis).

Positions of all 12 atoms, in Å:
1 O 0.88099 2.73706 -2.22217
2 H 0.50253 1.95945 -1.78827
3 H 0.13280 3.31495 -2.39345
4 O -0.73295 0.61123 -0.87796
5 H -1.60041 1.00600 -0.74310
6 H -0.81208 -0.27985 -0.51782
7 O 1.57870 -2.50409 0.61485
8 H 0.73913 -2.02934 0.64327
9 H 2.04575 -2.21932 1.40553
10 O -1.02934 -0.99753 1.61302
11 H -0.68591 -0.11999 1.81894
12 H -1.01922 -1.47855 2.44716

- E: -8319.878 eV
- HOMO: -10.9 eV
- Structure (SMILES): O.O.O.O
- ΔE to the lowest compared entry with this formula, charge and spin: 77.0 kJ/mol
- Total charge: 0
- Kohn-Sham gap: 11.08 eV
- Lowest unoccupied orbital energy: 0.0066 hartree



No. 5
Entry from the OMol25 dataset: 4 unconnected molecules or ions with the total composition H8O4 (the ωB97M-V functional and the def2-TZVPD basis).

Positions of all 12 atoms, in Å:
1 O 1.15025 1.52400 -0.56025
2 H 0.93025 0.60000 -0.77125
3 H 1.72925 1.48300 0.15675
4 O 0.91325 -1.03700 -1.20625
5 H 1.02225 -1.79900 -1.71925
6 H -0.01175 -1.10400 -1.06225
7 O -1.61375 -0.88500 -0.63325
8 H -1.48575 -1.23100 0.25875
9 H -1.52575 0.09500 -0.58225
10 O -0.71475 0.90900 1.98675
11 H -0.05175 0.74000 1.28975
12 H -0.34175 0.70500 2.84275

- E: -8319.671 eV
- HOMO: -11.3 eV
- Structure (SMILES): O.O.O.O
- ΔE to the lowest compared entry with this formula, charge and spin: 96.9 kJ/mol
- Total charge: 0
- Kohn-Sham gap: 11.80 eV
- Lowest unoccupied orbital energy: 0.0187 hartree



Max |F|: 1.9; 2.3; 3.8; 0.2; 2.5 (eV/Å)